81
Properties=species:S:1:pos:R:3 method="wB97M-V/def2-TZVPD" multiplicity=2 s2=0.754 lumo_energy_ev="-2.7 / -8.0" max_force_ev_per_a=4.816 e_above_lowest_kcal_mol=6.0 e_tot_ha=-1557.32252 charge=+1 gap_ev="8.45 / 3.13" homo_energy_ev="-11.165 / -11.165"
C -15.509 -16.951 17.991
C -14.395 -16.546 17.091
C -13.133 -16.098 17.909
O -13.278 -14.940 18.770
C -13.496 -13.677 18.058
N -14.082 -17.622 16.114
H -15.843 -16.181 18.688
H -15.254 -17.806 18.618
H -16.406 -17.274 17.463
H -14.813 -15.669 16.597
H -12.285 -15.946 17.242
H -12.888 -16.915 18.588
H -12.677 -13.515 17.356
H -13.468 -12.799 18.703
H -14.438 -13.729 17.512
H -13.961 -18.427 16.711
H -14.883 -17.850 15.543
C -18.777 -18.555 12.307
C -18.357 -18.920 13.740
C -18.213 -20.396 14.215
O -19.414 -21.210 14.236
C -20.004 -21.889 13.137
N -17.249 -18.070 14.105
H -19.015 -17.493 12.246
H -19.603 -19.249 12.152
H -18.014 -18.593 11.529
H -19.169 -18.541 14.360
H -17.792 -20.383 15.220
H -17.435 -20.937 13.676
H -19.925 -21.456 12.140
H -21.043 -21.960 13.459
H -19.514 -22.862 13.174
H -17.082 -18.010 15.099
H -16.437 -18.505 13.690
C -23.292 -19.682 16.868
C -22.729 -20.461 15.615
C -22.776 -19.494 14.398
O -24.127 -19.262 14.023
C -24.087 -18.718 12.708
N -21.377 -20.852 16.036
H -24.248 -19.247 16.573
H -22.585 -18.927 17.209
H -23.559 -20.371 17.669
H -23.407 -21.305 15.491
H -22.346 -20.166 13.656
H -22.129 -18.626 14.530
H -25.148 -18.802 12.474
H -23.559 -19.461 12.112
H -23.628 -17.764 12.447
H -21.470 -21.726 16.533
H -20.744 -21.016 15.266
C -24.262 -22.513 11.444
C -24.950 -22.523 10.102
O -24.617 -21.312 9.354
O -22.856 -22.398 11.147
H -24.405 -23.368 12.105
H -24.670 -21.685 12.024
H -25.999 -22.528 10.398
H -24.721 -23.443 9.564
H -25.423 -20.881 9.059
H -22.835 -21.779 10.414
C -17.564 -13.679 12.710
C -17.300 -15.147 13.143
O -18.238 -15.618 14.083
O -18.934 -13.442 12.656
H -16.987 -13.460 11.811
H -17.140 -13.057 13.498
H -16.263 -15.297 13.443
H -17.534 -15.746 12.263
H -18.024 -16.542 14.233
H -19.237 -14.110 13.275
C -14.883 -21.631 12.394
C -14.075 -21.360 13.699
O -15.035 -21.180 14.711
O -15.804 -22.661 12.531
H -14.154 -21.817 11.606
H -15.538 -20.771 12.255
H -13.500 -20.442 13.582
H -13.365 -22.168 13.876
H -15.481 -22.013 14.883
H -15.856 -23.105 11.681